Formula: C15H38F6N6O7S2
Source: OMol25
Level of theory: ωB97M-V/def2-TZVPD

Last columns: bonded neighbours and bond lengths (Å).
Positions of all 74 atoms, in Å:
1 N 0.770 0.499 0.020  H2 1.010, H3 1.010, H4 1.010, H5 1.010
2 H 0.747 0.041 -0.879  N1 1.010
3 H 0.090 1.236 0.141  N1 1.010
4 H 1.640 0.966 0.234  N1 1.010
5 H 0.617 -0.250 0.680  N1 1.010
6 N -0.563 1.729 3.394  H7 1.010, H8 1.010, H9 1.010, H10 1.010
7 H -1.109 1.966 4.210  N6 1.010
8 H 0.107 2.451 3.170  N6 1.010
9 H -1.154 1.939 2.602  N6 1.010
10 H -0.223 0.782 3.314  N6 1.010
11 C -2.915 -2.348 1.042  N12 1.491, H18 1.090, H19 1.090, H20 1.090
12 N -2.756 -2.104 -0.420  C11 1.491, C13 1.573, C14 1.540, C15 1.562
13 C -1.305 -2.605 -0.767  N12 1.573, H21 1.090, H22 1.090, H23 1.090
14 C -3.812 -2.866 -1.242  N12 1.540, H24 1.090, H25 1.090, H26 1.090
15 C -2.776 -0.612 -0.880  N12 1.562, C16 1.549, H27 1.090, H28 1.090
16 C -4.103 0.105 -0.526  C15 1.549, O17 1.445, H29 1.090, H30 1.090
17 O -4.000 0.487 0.863  C16 1.445, H31 0.960
18 H -3.896 -1.929 1.265  C11 1.090
19 H -2.194 -1.779 1.629  C11 1.090
20 H -2.867 -3.382 1.382  C11 1.090
21 H -1.161 -2.322 -1.810  C13 1.090
22 H -1.349 -3.691 -0.683  C13 1.090
23 H -0.578 -2.127 -0.111  C13 1.090
24 H -4.763 -2.411 -0.964  C14 1.090
25 H -3.877 -3.912 -0.942  C14 1.090
26 H -3.608 -2.799 -2.311  C14 1.090
27 H -2.603 -0.610 -1.956  C15 1.090
28 H -1.933 -0.120 -0.394  C15 1.090
29 H -5.069 -0.387 -0.639  C16 1.090
30 H -4.150 1.044 -1.078  C16 1.090
31 H -3.317 1.118 1.102  O17 0.960
32 C 0.137 1.932 -3.254  F33 1.350, F34 1.277, F35 1.351, S36 1.979
33 F 0.882 2.343 -2.207  C32 1.350
34 F -1.050 1.710 -2.839  C32 1.277
35 F 0.123 2.775 -4.310  C32 1.351
36 S 0.923 0.225 -3.874  C32 1.979, O37 1.453, O38 1.498, N39 1.770, S40 2.577
37 O -0.182 -0.425 -4.559  S36 1.453
38 O 1.992 0.761 -4.776  S36 1.498
39 N 1.369 -0.575 -2.359  S36 1.770, S40 1.542
40 S 2.605 -1.395 -2.783  S36 2.577, N39 1.542, O41 1.449, O42 1.446, C43 1.956
41 O 2.613 -2.147 -4.021  S40 1.449
42 O 3.824 -0.647 -2.567  S40 1.446
43 C 2.679 -2.869 -1.500  S40 1.956, F44 1.310, F45 1.280, F46 1.330
44 F 2.634 -2.543 -0.231  C43 1.310
45 F 1.633 -3.565 -1.740  C43 1.280
46 F 3.734 -3.619 -1.807  C43 1.330
47 C 0.144 -3.201 3.138  C48 1.519, H50 1.090, H51 1.090, H52 1.090
48 C 1.094 -2.021 3.019  C47 1.519, O49 1.390, H53 1.090, H54 1.090
49 O 0.604 -0.929 2.314  C48 1.390
50 H 0.058 -3.766 2.210  C47 1.090
51 H -0.846 -2.924 3.501  C47 1.090
52 H 0.498 -3.990 3.801  C47 1.090
53 H 2.016 -2.275 2.496  C48 1.090
54 H 1.338 -1.800 4.058  C48 1.090
55 C -1.540 4.465 -0.391  C56 1.554, H58 1.090, H59 1.090, H60 1.090
56 C -2.137 3.525 0.693  C55 1.554, O57 1.393, H61 1.090, H62 1.090
57 O -1.529 2.274 0.760  C56 1.393
58 H -1.643 4.126 -1.422  C55 1.090
59 H -0.469 4.502 -0.192  C55 1.090
60 H -1.853 5.509 -0.410  C55 1.090
61 H -3.195 3.453 0.441  C56 1.090
62 H -2.257 4.044 1.644  C56 1.090
63 C 4.665 -0.901 1.333  C64 1.466, H66 1.090, H67 1.090, H68 1.090
64 C 5.559 -0.974 2.492  C63 1.466, N65 1.112
65 N 6.206 -1.090 3.389  C64 1.112
66 H 3.876 -0.180 1.548  C63 1.090
67 H 4.330 -1.886 1.008  C63 1.090
68 H 5.111 -0.516 0.416  C63 1.090
69 C 2.927 4.567 -0.479  C70 1.449, H72 1.090, H73 1.090, H74 1.090
70 C 3.358 3.212 -0.196  C69 1.449, N71 1.102
71 N 3.683 2.174 -0.021  C70 1.102
72 H 2.008 4.453 -1.054  C69 1.090
73 H 3.620 5.060 -1.161  C69 1.090
74 H 2.569 5.020 0.445  C69 1.090

As for the LUMO energy (spin up / spin down): -3.4 / -6.9 eV. As for the expectation value of S²: 0.754. As for the spin multiplicity: 2. The total charge is +1. The calculation puts the total energy at -77405.13676 eV.